This record from the Open Molecules 2025 dataset describes 4 unconnected molecules or ions with the total composition C46H97ClIN4O3. The level of theory is ωB97M-V with the def2-TZVPD basis set.

Results
HOMO-LUMO gap ... 6.61 eV
Charge ... +1
Energy ... -81995.77293 eV

Last column: Mulliken charge in e.
Atoms and positions in Å:
C1 -2.748 5.934 10.393  -1.193
C2 -4.249 6.194 10.209  -0.438
C3 -5.098 5.498 11.273  -0.857
C4 -5.215 3.967 11.153  -0.767
C5 -5.242 3.395 9.736  -0.276
C6 -5.137 1.857 9.743  -0.881
C7 -5.937 1.147 8.633  -0.574
C8 -5.071 0.414 7.593  -0.840
C9 -5.700 -0.874 7.051  -0.619
C10 -4.666 -1.808 6.398  -0.735
C11 -5.173 -2.552 5.149  -0.503
C12 -4.752 -4.023 5.105  -0.747
C13 -4.834 -4.610 3.689  -1.286
C14 -3.525 -4.426 2.922  0.156
C15 -2.383 -5.327 3.450  -0.590
C16 -1.701 -6.226 2.404  -1.564
C17 -0.430 -5.592 1.827  -0.195
C18 -0.739 -4.551 0.732  -1.075
C19 -0.012 -3.217 0.897  -0.121
Cl1 -0.459 -2.161 -0.473  -0.081
N1 -0.601 -2.586 2.137  0.496
C20 0.134 -1.434 2.822  0.380
C21 0.499 -1.858 4.246  -1.345
C22 1.705 -2.791 4.394  0.771
C23 2.059 -2.860 5.865  -0.072
O1 1.424 -3.471 6.671  -0.532
O2 3.145 -2.126 6.156  -0.451
C24 1.283 -0.887 1.974  -1.349
C25 2.126 -1.916 1.195  -1.991
C26 1.502 -3.314 1.048  2.427
C27 2.121 -4.058 -0.135  -0.346
C28 2.654 -5.463 0.102  -0.093
O3 2.681 -6.289 -0.737  -0.419
I1 3.525 -5.885 2.039  0.036
H1 -2.561 4.947 10.820  0.293
H2 -2.210 6.006 9.447  0.299
H3 -2.311 6.674 11.064  0.385
H4 -4.567 5.921 9.202  0.289
H5 -4.432 7.268 10.294  0.390
H6 -6.089 5.953 11.315  0.350
H7 -4.633 5.713 12.241  0.319
H8 -6.148 3.667 11.637  0.407
H9 -4.415 3.479 11.718  0.362
H10 -6.175 3.685 9.244  0.292
H11 -4.410 3.799 9.157  0.176
H12 -5.460 1.498 10.723  0.416
H13 -4.081 1.594 9.644  0.372
H14 -6.637 0.431 9.068  0.411
H15 -6.534 1.898 8.110  0.383
H16 -4.883 1.074 6.741  0.203
H17 -4.103 0.164 8.037  0.447
H18 -6.466 -0.624 6.313  0.316
H19 -6.194 -1.400 7.871  0.335
H20 -3.781 -1.223 6.132  0.266
H21 -4.356 -2.553 7.134  0.410
H22 -4.782 -2.060 4.250  0.196
H23 -6.262 -2.481 5.091  0.379
H24 -5.354 -4.609 5.801  0.416
H25 -3.712 -4.076 5.447  0.387
H26 -5.630 -4.096 3.142  0.429
H27 -5.103 -5.668 3.710  0.442
H28 -3.695 -4.609 1.858  0.614
H29 -3.246 -3.367 3.031  -0.315
H30 -2.790 -5.960 4.241  0.861
H31 -1.617 -4.720 3.954  0.215
H32 -1.474 -7.207 2.817  0.470
H33 -2.397 -6.402 1.578  0.450
H34 0.117 -5.144 2.667  -0.050
H35 0.232 -6.361 1.428  0.469
H36 -1.808 -4.322 0.701  0.555
H37 -0.496 -4.954 -0.251  0.483
H38 -1.538 -2.271 1.877  0.701
H39 -0.747 -3.333 2.826  -0.807
H40 -0.605 -0.641 2.924  0.402
H41 -0.376 -2.326 4.711  0.345
H42 0.669 -0.934 4.801  0.591
H43 2.566 -2.434 3.831  0.094
H44 1.455 -3.811 4.097  0.046
H45 3.181 -1.993 7.116  0.370
H46 0.909 -0.128 1.290  0.508
H47 1.928 -0.359 2.679  0.449
H48 2.285 -1.524 0.190  0.599
H49 3.118 -2.017 1.636  0.464
H50 1.713 -3.863 1.967  -0.525
H51 2.983 -3.504 -0.518  0.711
H52 1.431 -4.145 -0.974  -0.488
C29 3.222 -4.610 -3.484  -1.585
C30 1.864 -4.083 -3.920  -0.399
N2 1.872 -2.663 -4.220  0.330
C31 0.542 -2.093 -4.359  0.025
C32 -0.339 -2.576 -5.516  -1.037
C33 2.853 -2.235 -5.208  -0.742
C34 2.801 -2.888 -6.594  -0.794
H53 3.621 -4.011 -2.663  0.274
H54 3.125 -5.640 -3.144  0.412
H55 3.954 -4.601 -4.291  0.431
H56 1.148 -4.225 -3.102  0.459
H57 1.495 -4.705 -4.750  0.320
H58 0.650 -1.007 -4.422  0.453
H59 0.011 -2.288 -3.419  -0.363
H60 -0.009 -2.177 -6.474  0.109
H61 -1.365 -2.239 -5.362  0.474
H62 -0.358 -3.664 -5.587  0.275
H63 3.848 -2.397 -4.789  0.301
H64 2.759 -1.151 -5.312  0.344
H65 2.697 -3.973 -6.536  0.390
H66 3.731 -2.680 -7.126  0.408
H67 1.985 -2.497 -7.201  0.028
C35 5.017 2.665 -10.251  -1.427
C36 3.698 1.908 -10.218  -0.268
N3 3.763 0.683 -9.439  0.129
C37 2.619 -0.188 -9.627  -0.618
C38 1.243 0.310 -9.165  -0.925
C39 4.226 0.833 -8.070  -0.642
C40 3.451 1.786 -7.152  -0.519
H68 5.826 2.016 -10.590  0.364
H69 4.941 3.507 -10.941  0.443
H70 5.286 3.069 -9.274  0.227
H71 3.431 1.622 -11.239  0.473
H72 2.907 2.594 -9.874  0.198
H73 2.836 -1.137 -9.128  0.207
H74 2.557 -0.423 -10.694  0.426
H75 1.147 0.303 -8.079  0.080
H76 0.464 -0.343 -9.565  0.411
H77 1.035 1.321 -9.519  0.342
H78 5.267 1.163 -8.101  0.374
H79 4.256 -0.164 -7.620  0.102
H80 3.225 2.733 -7.646  0.134
H81 4.053 2.016 -6.269  0.408
H82 2.514 1.355 -6.800  0.038
C41 4.235 5.319 -4.751  -1.054
C42 3.308 6.523 -4.805  -0.355
N4 3.600 7.410 -5.915  0.089
C43 2.946 8.704 -5.816  -0.712
C44 1.415 8.747 -5.874  -0.960
C45 3.595 6.791 -7.230  -0.727
C46 2.310 6.089 -7.690  -0.839
H83 5.279 5.633 -4.748  0.333
H84 4.046 4.749 -3.840  0.449
H85 4.082 4.644 -5.595  -0.067
H86 3.435 7.104 -3.887  0.463
H87 2.264 6.168 -4.801  0.243
H88 3.353 9.345 -6.603  0.359
H89 3.268 9.153 -4.871  0.414
H90 1.036 8.573 -6.880  0.224
H91 1.065 9.733 -5.562  0.395
H92 0.962 8.013 -5.206  0.272
H93 4.411 6.065 -7.263  0.354
H94 3.868 7.560 -7.956  0.344
H95 1.888 5.455 -6.907  0.229
H96 2.531 5.447 -8.546  0.274
H97 1.543 6.794 -8.008  0.292